This record from the Open Molecules 2025 dataset describes C19H42BIN3O8PS as an isolated structure in a non-equilibrium geometry. The level of theory is ωB97M-V with the def2-TZVPD basis set.

The value obtained for the lowest unoccupied orbital energy is -0.0210 Ha. The multiplicity is 1. The value obtained for the orbital gap is 7.4 eV.

Cartesian coordinates (Å):
C -7.198 -0.809 2.700
B -6.337 -0.506 1.428
O -6.576 0.637 0.713
C -5.163 -1.431 0.816
I -6.177 -2.174 -0.985
O -4.183 -0.515 0.300
S -2.705 -1.138 0.349
O -2.480 -1.872 -0.837
O -1.807 -0.137 0.765
O -3.004 -2.107 1.560
C -4.423 -2.491 1.705
P -4.359 -4.209 0.930
O -5.616 -4.972 0.985
N -4.700 -2.415 3.113
C -3.670 -1.789 3.915
C -3.721 -0.292 3.922
O -2.868 -2.414 4.559
C -5.284 -3.615 3.740
C -4.434 -4.724 4.286
O -6.497 -3.675 3.801
H -6.539 -0.870 3.556
H -7.856 0.029 2.892
H -7.745 -1.743 2.669
H -7.528 0.734 0.664
H -3.786 -4.022 -0.335
H -3.357 -4.826 1.699
H -2.843 0.096 4.406
H -3.750 0.059 2.895
H -4.634 0.034 4.404
H -4.348 -4.555 5.355
H -3.427 -4.757 3.905
H -4.969 -5.649 4.165
C 2.187 5.517 -0.902
C 2.303 4.009 -0.736
N 1.776 3.525 0.523
C 2.146 2.149 0.806
C 1.618 1.054 -0.129
C 0.400 3.885 0.811
C -0.682 3.462 -0.193
H 2.648 6.037 -0.061
H 2.699 5.825 -1.814
H 1.150 5.843 -0.986
H 3.363 3.749 -0.777
H 1.829 3.518 -1.601
H 1.848 1.915 1.832
H 3.240 2.099 0.807
H 0.560 0.856 0.029
H 2.148 0.119 0.069
H 1.773 1.299 -1.180
H 0.352 4.971 0.924
H 0.143 3.494 1.799
H -0.388 3.666 -1.224
H -1.599 4.023 0.000
H -0.930 2.406 -0.110
C 8.088 -0.152 -3.255
C 6.796 -0.673 -3.866
N 5.791 -1.006 -2.876
C 4.677 -1.766 -3.415
C 3.777 -1.091 -4.458
C 5.444 0.057 -1.952
C 4.923 1.378 -2.534
H 8.479 -0.853 -2.517
H 8.839 -0.028 -4.036
H 7.954 0.818 -2.776
H 7.028 -1.584 -4.424
H 6.433 0.059 -4.605
H 4.058 -2.109 -2.582
H 5.090 -2.676 -3.860
H 3.119 -0.348 -4.010
H 3.137 -1.842 -4.926
H 4.352 -0.614 -5.252
H 6.326 0.280 -1.346
H 4.713 -0.333 -1.239
H 5.520 1.723 -3.379
H 4.966 2.155 -1.768
H 3.885 1.303 -2.852


This record from the Open Molecules 2025 dataset describes C19H42InNO9P as an isolated structure in a non-equilibrium geometry. The level of theory is ωB97M-V with the def2-TZVPD basis set.

The value obtained for the lowest unoccupied orbital energy is 0.0664 Ha. The multiplicity is 1. Its total charge is -1. The value obtained for the orbital gap is 6.8 eV.

Cartesian coordinates (Å):
C -0.637 1.384 -0.414
N -0.399 -0.083 -0.001
C -1.468 -0.546 0.982
C 0.929 -0.141 0.734
O 1.241 0.634 1.810
C 2.170 -1.149 0.243
In 3.901 0.295 -0.264
P 4.564 1.672 1.820
O 6.074 2.192 1.623
O 4.371 0.737 3.307
O 3.588 3.106 2.022
H -1.088 1.480 -1.494
H -1.425 1.845 0.347
H 0.354 2.029 -0.329
H -1.577 -1.713 0.817
H -2.522 -0.027 0.775
H -1.155 -0.398 2.116
H 1.858 -1.699 -0.765
H 2.467 -1.931 1.062
H 3.169 1.470 -1.462
H 5.321 -0.588 -0.947
H 4.671 1.374 4.046
H 3.512 3.572 1.126
C -3.458 -1.651 -3.249
C -3.864 -0.760 -2.106
O -3.497 0.413 -2.049
C -4.736 -1.358 -1.035
H -2.831 -1.086 -3.945
H -2.884 -2.501 -2.871
H -4.347 -1.999 -3.782
H -4.219 -2.195 -0.558
H -5.682 -1.693 -1.469
H -4.949 -0.599 -0.274
C -5.455 2.597 -3.026
C -5.605 2.134 -4.450
O -5.520 0.944 -4.747
C -5.865 3.184 -5.498
H -5.272 1.732 -2.380
H -4.605 3.280 -2.945
H -6.373 3.091 -2.697
H -5.034 3.893 -5.527
H -6.801 3.704 -5.279
H -5.951 2.704 -6.478
C 6.132 -0.970 8.435
C 5.981 -1.433 7.011
O 6.067 -2.624 6.714
C 5.722 -0.383 5.963
H 6.315 -1.835 9.081
H 6.981 -0.287 8.516
H 5.214 -0.476 8.764
H 6.553 0.326 5.934
H 4.786 0.137 6.183
H 5.635 -0.863 4.983
C 8.714 0.452 -4.011
C 8.150 0.208 -2.637
O 6.958 -0.046 -2.472
C 9.101 0.286 -1.473
H 7.914 0.364 -4.753
H 9.133 1.461 -4.067
H 9.483 -0.292 -4.235
H 9.537 1.286 -1.416
H 9.887 -0.466 -1.584
H 8.555 0.088 -0.545
C -9.169 -0.995 0.397
C -8.427 -2.155 -0.213
O -7.720 -2.008 -1.208
C -8.585 -3.501 0.443
H -8.962 -0.088 -0.181
H -10.245 -1.188 0.371
H -8.834 -0.839 1.425
H -9.634 -3.805 0.420
H -8.224 -3.456 1.473
H -7.993 -4.242 -0.105


This record from the Open Molecules 2025 dataset describes an isolated ion of composition C19H42N and charge +1. The level of theory is ωB97M-V with the def2-TZVPD basis set.

The calculation puts the relative energy (zero: lowest compared OMol25 entry of this formula, charge and spin) at 0.0 kJ/mol. The value obtained for the lowest unoccupied orbital energy is -0.0886 Ha. The multiplicity is 1. Its total charge is +1. The value obtained for the orbital gap is 10.6 eV.

Cartesian coordinates (Å):
C -4.322 -2.317 -1.219
C -3.225 -2.004 -0.209
C -3.691 -1.060 0.904
C -3.965 0.375 0.451
C -2.705 1.147 0.061
C -3.031 2.600 -0.281
C -1.862 3.402 -0.859
C -0.710 3.664 0.120
C 0.415 2.634 0.034
C 1.546 2.945 1.014
C 2.630 1.865 1.041
C 3.525 1.877 -0.200
C 4.410 0.627 -0.319
C 3.920 -0.374 -1.370
C 2.513 -0.942 -1.134
C 2.524 -1.936 0.023
N 1.200 -2.521 0.404
C 0.547 -3.154 -0.756
C 1.431 -3.548 1.438
C 0.309 -1.487 0.959
H -5.192 -2.732 -0.718
H -4.629 -1.421 -1.751
H -3.970 -3.040 -1.951
H -2.371 -1.568 -0.733
H -2.899 -2.944 0.249
H -4.605 -1.470 1.337
H -2.939 -1.035 1.700
H -4.450 0.904 1.274
H -4.662 0.370 -0.386
H -2.002 1.115 0.896
H -2.235 0.679 -0.809
H -3.401 3.104 0.614
H -3.839 2.606 -1.016
H -2.264 4.363 -1.185
H -1.478 2.897 -1.749
H -1.100 3.694 1.139
H -0.280 4.645 -0.090
H 0.799 2.622 -0.988
H 0.016 1.641 0.255
H 1.997 3.904 0.757
H 1.121 3.041 2.016
H 2.147 0.891 1.151
H 3.259 2.015 1.922
H 4.153 2.765 -0.150
H 2.916 1.972 -1.100
H 5.416 0.924 -0.615
H 4.503 0.147 0.657
H 4.633 -1.198 -1.439
H 3.914 0.131 -2.337
H 2.199 -1.437 -2.053
H 1.837 -0.111 -0.938
H 3.186 -2.766 -0.238
H 2.931 -1.446 0.910
H 1.220 -3.871 -1.221
H 0.266 -2.403 -1.490
H -0.355 -3.674 -0.437
H 2.046 -4.354 1.042
H 1.938 -3.113 2.298
H 0.482 -3.967 1.770
H 0.765 -1.025 1.833
H -0.641 -1.930 1.253
H 0.109 -0.717 0.217